Entry from the OMol25 dataset: C14H20AlNO3P as an isolated structure in a non-equilibrium geometry (ωB97M-V/def2-TZVPD).

Output
Net charge: -1
DFT total energy, eV: -38348.571

Atoms and positions in Å:
C  -4.93  -0.21  0.36
C  -4.66  -0.87  -0.86
C  -4.20  -1.65  -2.24
Al  -2.21  -2.19  -1.98
C  -1.22  -0.47  -1.31
C  0.15  -0.99  -0.57
O  0.83  -1.99  -1.20
C  0.76  -0.44  0.84
C  0.61  -1.35  2.23
C  1.25  -0.87  3.69
C  2.07  0.54  3.79
C  2.23  1.51  2.46
C  1.58  1.00  1.01
P  -2.19  -3.91  -0.43
C  -0.51  -4.81  -0.32
O  -2.43  -3.11  1.13
H  -5.40  0.51  1.18
H  -4.79  -2.66  -2.41
H  -4.21  -0.95  -3.20
H  -1.56  -2.54  -3.38
H  -1.92  0.20  -0.65
H  -0.93  0.16  -2.28
H  0.03  -2.39  2.24
H  1.13  -1.56  4.65
H  2.57  0.91  4.81
H  2.82  2.53  2.46
H  1.68  1.66  0.04
H  0.04  -4.39  0.65
H  0.22  -4.59  -1.22
H  -0.58  -5.97  -0.19
H  -2.06  -3.77  1.79
O  2.20  3.05  -1.27
C  2.62  4.20  -1.36
N  2.47  4.92  -2.51
C  3.31  4.91  -0.23
H  2.79  5.86  -2.62
H  2.01  4.46  -3.28
H  4.20  4.35  0.05
H  2.63  4.96  0.63
H  3.60  5.93  -0.50

These are the Löwdin partial charges, in e, on atoms 1 to 6: number 1, C, carries -0.01; number 2, C, carries -0.19; number 3, C, carries -0.32; number 4, Al, carries 0.10; number 5, C, carries -0.21; number 6, C, carries -0.30


Entry from the OMol25 dataset: one molecule with the formula C2H7N5O in a non-equilibrium geometry (ωB97M-V/def2-TZVPD).

Output
SMILES: CN1N(O)[C@@]2(N)NN12
DFT total energy, eV: -11680.342
ΔE to the lowest compared entry with this formula, charge and spin, kJ/mol: 469.5

Atoms and positions in Å:
C  2.04  0.47  -0.42
N  0.93  0.22  0.46
N  0.01  -0.81  -0.09
O  -0.10  -1.97  0.72
C  -1.09  0.12  0.08
N  -2.21  -0.01  -0.71
N  -1.11  0.83  1.29
N  -0.11  1.24  0.36
H  2.72  -0.38  -0.37
H  1.72  0.63  -1.46
H  2.54  1.37  -0.05
H  0.35  -2.67  0.24
H  -2.01  -0.03  -1.70
H  -2.93  0.66  -0.46
H  -0.75  0.33  2.10

These are the Löwdin partial charges, in e, on atoms 1 to 6: number 1, C, carries -0.09; number 2, N, carries -0.15; number 3, N, carries -0.07; number 4, O, carries -0.02; number 5, C, carries -0.57; number 6, N, carries 0.15


Entry from the OMol25 dataset: an isolated ion of composition C4H5N4O4S and charge -1 in a non-equilibrium geometry (ωB97M-V/def2-TZVPD).

Output
Net charge: -1
SMILES: N=C=N/C=C\C(N)=N\OS(=O)(=O)[O-]
DFT total energy, eV: -29213.700
ΔE to the lowest compared entry with this formula, charge and spin, kJ/mol: 164.7

Atoms and positions in Å:
N  -0.62  -2.56  -0.18
C  -1.36  -1.65  -0.46
N  -2.32  -0.92  -0.72
C  -2.50  0.40  -0.70
C  -1.58  1.28  -0.40
C  -0.21  1.01  0.10
N  -0.06  0.42  1.34
N  0.66  1.47  -0.74
O  2.00  1.42  -0.39
S  2.59  -0.02  0.16
O  2.78  0.16  1.63
O  3.82  -0.15  -0.56
O  1.57  -1.04  -0.19
H  0.38  -2.48  -0.51
H  -3.39  0.65  -1.18
H  -1.84  2.29  -0.41
H  -0.72  -0.43  1.42
H  0.82  0.16  1.80

These are the Löwdin partial charges, in e, on atoms 1 to 6: number 1, N, carries 0.16; number 2, C, carries -0.30; number 3, N, carries 0.10; number 4, C, carries -0.20; number 5, C, carries -0.04; number 6, C, carries -0.43


Entry from the OMol25 dataset: C28H26ClI2NNiOS as an isolated structure (ωB97M-V/def2-TZVPD).

Output
DFT total energy, eV: -113596.046
ΔE to the lowest compared entry with this formula, charge and spin, kJ/mol: 0.0

Atoms and positions in Å:
Ni  -0.11  -0.31  -0.45
I  3.28  -0.19  -0.42
C  3.13  -1.54  1.21
I  1.44  -1.26  2.47
H  4.00  -1.40  1.82
H  3.07  -2.54  0.80
Cl  -3.10  4.27  -4.53
C  -2.82  2.98  -3.39
C  -3.25  3.12  -2.09
C  -3.02  2.09  -1.18
C  -2.34  0.92  -1.56
C  -2.03  -0.15  -0.57
C  -1.94  0.81  -2.89
C  -2.17  1.83  -3.80
H  -3.78  4.01  -1.78
H  -3.38  2.18  -0.17
H  -2.41  -1.12  -0.91
H  -2.48  0.07  0.40
H  -1.42  -0.08  -3.21
H  -1.85  1.73  -4.83
C  -0.37  4.05  0.16
S  -0.50  2.39  0.80
O  0.27  1.58  -0.22
C  0.58  2.54  2.21
C  1.95  2.63  2.01
C  2.78  2.66  3.12
C  2.24  2.61  4.40
C  0.87  2.52  4.58
C  0.03  2.47  3.48
H  0.68  4.27  -0.03
H  -0.79  4.75  0.89
H  -0.95  4.07  -0.77
H  2.36  2.62  1.01
H  3.85  2.72  2.98
H  2.89  2.63  5.26
H  0.45  2.46  5.58
H  -1.04  2.37  3.60
N  0.24  -1.97  -0.80
C  0.10  -3.15  -0.35
C  -1.07  -3.70  0.40
C  -1.79  -2.93  1.30
C  -2.89  -3.45  1.97
C  -3.28  -4.76  1.74
C  -2.57  -5.55  0.85
C  -1.47  -5.02  0.19
C  1.25  -4.08  -0.59
C  1.99  -4.01  -1.77
C  3.13  -4.78  -1.93
C  3.56  -5.61  -0.91
C  2.84  -5.69  0.27
C  1.69  -4.93  0.43
H  -1.48  -1.91  1.48
H  -3.44  -2.84  2.67
H  -4.14  -5.17  2.26
H  -2.87  -6.57  0.67
H  -0.91  -5.64  -0.50
H  1.66  -3.33  -2.54
H  3.69  -4.72  -2.86
H  4.46  -6.21  -1.04
H  3.17  -6.34  1.07
H  1.12  -4.99  1.35

These are the Löwdin partial charges, in e, on atoms 1 to 6: number 1, Ni, carries 0.22; number 2, I, carries 0.82; number 3, C, carries -1.12; number 4, I, carries 0.86; number 5, H, carries -0.05; number 6, H, carries -0.06


Entry from the OMol25 dataset: one molecule with the formula C4H8N2 in a non-equilibrium geometry (ωB97M-V/def2-TZVPD).

Output
DFT total energy, eV: -7252.937
ΔE to the lowest compared entry with this formula, charge and spin, kJ/mol: 476.5

Atoms and positions in Å:
C  1.76  0.21  -0.04
N  1.28  -1.10  0.33
C  0.66  -0.44  -0.83
C  -0.73  -0.07  -0.80
C  -1.61  0.07  0.34
N  -1.07  0.32  1.58
H  2.73  0.24  -0.52
H  1.51  1.07  0.58
H  0.64  -1.01  1.13
H  0.96  -0.84  -1.80
H  -1.18  0.16  -1.75
H  -2.41  -0.70  0.35
H  -2.13  0.99  -0.08
H  -0.40  1.08  1.50

These are the Löwdin partial charges, in e, on atoms 1 to 6: number 1, C, carries -0.15; number 2, N, carries 0.03; number 3, C, carries -0.33; number 4, C, carries -0.05; number 5, C, carries -0.39; number 6, N, carries 0.07


Entry from the OMol25 dataset: a 2-piece molecular cluster, C4H7NO2 overall in a non-equilibrium geometry (ωB97M-V/def2-TZVPD).

Output
DFT total energy, eV: -9843.903
ΔE to the lowest compared entry with this formula, charge and spin, kJ/mol: 325.8

Atoms and positions in Å:
C  -0.89  -1.09  0.56
C  -0.49  0.02  -0.41
C  -1.21  1.34  -0.17
O  -2.21  1.46  0.49
C  0.93  0.12  0.11
O  1.15  0.27  1.33
N  1.97  -0.07  -0.70
H  0.07  -0.47  1.59
H  -1.88  -0.94  0.96
H  -0.86  -2.07  0.01
H  -0.50  -0.15  -1.51
H  -0.75  2.22  -0.66
H  1.87  -0.13  -1.69
H  2.85  -0.26  -0.25

These are the Löwdin partial charges, in e, on atoms 1 to 6: number 1, C, carries -0.10; number 2, C, carries -0.29; number 3, C, carries -0.22; number 4, O, carries 0.08; number 5, C, carries -0.51; number 6, O, carries 0.01


Entry from the OMol25 dataset: C15H14ClI2N2O2PPbS as an isolated structure in a non-equilibrium geometry (ωB97M-V/def2-TZVPD).

Output
Net charge: +2
DFT total energy, eV: -76917.215

Atoms and positions in Å:
C  1.35  -3.84  0.52
C  0.30  -2.55  0.33
I  -1.12  -3.20  -1.22
C  1.23  -1.28  -0.08
I  2.17  -1.79  -2.04
N  0.53  0.05  -0.22
C  1.50  1.06  0.44
C  2.35  2.01  -0.62
Cl  2.10  1.91  -2.49
C  3.41  3.10  0.04
C  3.59  3.20  1.68
C  2.74  2.24  2.76
C  1.69  1.18  2.09
S  0.56  0.01  3.10
C  -1.07  0.09  2.10
C  -2.54  0.14  2.82
C  -3.89  0.24  1.90
C  -3.70  0.29  0.26
C  -2.20  0.23  -0.47
P  -2.23  0.33  -2.40
N  -2.22  1.95  -2.74
O  -3.74  -0.26  -3.10
O  -0.80  -0.31  -3.17
C  -0.83  0.10  0.44
H  1.18  -4.33  1.59
H  1.18  -4.68  -0.27
H  2.49  -3.46  0.52
H  -0.26  -2.47  1.35
H  2.14  -1.24  0.68
H  4.00  3.77  -0.71
H  4.34  4.01  2.07
H  2.85  2.34  3.92
H  -2.60  0.14  4.02
H  -4.95  0.32  2.43
H  -4.69  0.40  -0.37
H  -1.33  2.12  -3.30
H  -4.18  0.53  -3.58
H  -1.13  -1.19  -3.59
Pb  1.75  -1.18  -4.68

These are the Löwdin partial charges, in e, on atoms 1 to 6: number 1, C, carries -0.20; number 2, C, carries -0.72; number 3, I, carries 0.91; number 4, C, carries -0.59; number 5, I, carries 0.87; number 6, N, carries -0.15


Entry from the OMol25 dataset: a 2-piece molecular cluster, C5H14NO overall in a non-equilibrium geometry (ωB97M-V/def2-TZVPD).

Output
Spin multiplicity: 2
DFT total energy, eV: -8945.660
ΔE to the lowest compared entry with this formula, charge and spin, kJ/mol: 236.8

Atoms and positions in Å:
C  0.43  -1.08  0.02
C  -0.94  -1.36  -0.60
C  -1.81  -0.15  -0.89
C  -1.74  0.85  1.42
C  -1.97  0.97  0.11
N  1.05  0.18  -0.52
H  0.35  -0.90  1.08
H  1.21  -1.82  -0.14
H  -1.44  -2.01  0.13
H  -0.79  -1.97  -1.49
H  -1.42  0.35  -1.80
H  -2.79  -0.50  -1.24
H  -1.59  -0.09  1.91
H  -1.79  1.75  2.03
H  -2.48  1.78  -0.37
H  1.00  0.21  -1.54
H  2.05  0.38  -0.25
H  0.55  1.02  -0.20
H  4.34  0.31  0.06
H  3.68  1.35  0.93
O  3.49  0.49  0.52

These are the Löwdin partial charges, in e, on atoms 1 to 6: number 1, C, carries -0.23; number 2, C, carries -0.21; number 3, C, carries -0.24; number 4, C, carries -0.01; number 5, C, carries -0.21; number 6, N, carries 0.07


Entry from the OMol25 dataset: one molecule with the formula C6H9N (ωB97M-V/def2-TZVPD).

Output
SMILES: CC#CC[C@H]1CN1
DFT total energy, eV: -7855.361
ΔE to the lowest compared entry with this formula, charge and spin, kJ/mol: 270.1

Atoms and positions in Å:
C  2.65  0.63  2.03
C  1.67  0.02  1.13
C  0.86  -0.48  0.39
C  -0.13  -1.09  -0.51
C  -1.44  -0.32  -0.52
C  -1.67  0.77  -1.49
N  -2.27  -0.54  -1.70
H  2.19  1.39  2.67
H  3.45  1.12  1.46
H  3.12  -0.12  2.67
H  -0.32  -2.13  -0.21
H  0.26  -1.13  -1.53
H  -1.93  -0.24  0.45
H  -0.88  1.04  -2.19
H  -2.30  1.61  -1.18
H  -3.26  -0.53  -1.45

These are the Löwdin partial charges, in e, on atoms 1 to 6: number 1, C, carries -0.11; number 2, C, carries -0.08; number 3, C, carries -0.04; number 4, C, carries -0.18; number 5, C, carries -0.35; number 6, C, carries -0.15


Entry from the OMol25 dataset: a 2-piece molecular cluster, C3H12N4 overall in a non-equilibrium geometry (ωB97M-V/def2-TZVPD).

Output
SMILES: [H]/N=N/NC.CNC
DFT total energy, eV: -9263.598
ΔE to the lowest compared entry with this formula, charge and spin, kJ/mol: 261.2

Atoms and positions in Å:
H  -0.28  -2.35  0.02
N  0.38  -1.95  -0.64
N  1.16  -1.19  0.00
N  2.04  -0.55  -0.75
C  3.24  -0.03  -0.17
H  1.95  -0.61  -1.77
H  3.20  -0.19  0.91
H  3.32  1.05  -0.36
H  4.13  -0.52  -0.58
C  -2.57  0.10  1.20
N  -1.39  0.19  0.38
C  -1.49  1.21  -0.64
H  -3.40  -0.25  0.57
H  -2.87  1.05  1.66
H  -2.41  -0.64  1.99
H  -0.47  0.28  0.92
H  -1.74  2.21  -0.24
H  -0.53  1.28  -1.16
H  -2.26  0.92  -1.35

These are the Löwdin partial charges, in e, on atoms 1 to 6: number 1, H, carries 0.03; number 2, N, carries 0.02; number 3, N, carries -0.15; number 4, N, carries -0.14; number 5, C, carries -0.10; number 6, H, carries 0.13


Entry from the OMol25 dataset: a 2-piece molecular cluster, C4H9FO2S overall in a non-equilibrium geometry (ωB97M-V/def2-TZVPD).

Output
DFT total energy, eV: -21939.686
ΔE to the lowest compared entry with this formula, charge and spin, kJ/mol: 108.2

Atoms and positions in Å:
C  0.78  -0.56  -1.37
C  0.69  1.66  -0.21
C  1.57  -0.27  1.17
C  1.01  0.36  -0.17
O  -2.40  -0.93  -0.41
O  -1.90  1.24  0.57
F  -3.61  -0.19  1.47
S  -2.06  -0.12  0.91
H  1.81  -0.79  -1.93
H  0.59  -1.61  -1.12
H  0.00  -0.17  -2.05
H  0.37  2.16  -1.15
H  1.06  2.35  0.57
H  -2.77  -1.82  -0.57
H  2.60  -0.52  0.94
H  1.35  0.40  2.08
H  0.91  -1.18  1.27

These are the Löwdin partial charges, in e, on atoms 1 to 6: number 1, C, carries -0.10; number 2, C, carries -0.02; number 3, C, carries -0.07; number 4, C, carries -0.45; number 5, O, carries -0.27; number 6, O, carries -0.36


Entry from the OMol25 dataset: one molecule with the formula C5H11N3O (ωB97M-V/def2-TZVPD).

Output
SMILES: C/C(N)=C(C)\C(N)=N\O
DFT total energy, eV: -11879.856
ΔE to the lowest compared entry with this formula, charge and spin, kJ/mol: 184.8

Atoms and positions in Å:
C  -1.49  -1.53  -0.07
C  -1.27  -0.05  -0.12
N  -2.46  0.66  -0.21
C  -0.06  0.54  -0.05
C  0.17  2.02  -0.21
C  1.18  -0.22  0.16
N  1.19  -1.27  1.05
N  2.20  0.15  -0.52
O  3.40  -0.56  -0.22
H  -1.96  -1.82  0.87
H  -2.17  -1.83  -0.88
H  -0.56  -2.08  -0.18
H  -2.39  1.61  -0.53
H  -3.22  0.16  -0.62
H  -0.75  2.60  -0.20
H  0.81  2.39  0.59
H  0.69  2.20  -1.15
H  0.53  -1.24  1.80
H  2.12  -1.58  1.29
H  4.04  -0.15  -0.82

These are the Löwdin partial charges, in e, on atoms 1 to 6: number 1, C, carries -0.04; number 2, C, carries -0.34; number 3, N, carries 0.10; number 4, C, carries -0.21; number 5, C, carries -0.05; number 6, C, carries -0.41